Density functional theory data (ωB97M-V/def2-TZVPD) for the molecule C4H7NO.

```
! RIJCOSX wB97M-V def2-TZVPD def2/J DEFGRID3
* xyz 0 1
C -0.529 -1.811 0.392
C 0.038 -0.753 -0.487
O 0.395 -1.127 -1.731
N 0.188 0.465 -0.168
C -0.004 1.498 0.809
C 0.420 1.795 -0.623
H -1.398 -2.266 -0.094
H 0.209 -2.601 0.568
H -0.831 -1.381 1.350
H 0.700 1.429 1.646
H -1.038 1.687 1.107
H 1.496 1.988 -0.723
H 0.580 -0.303 -2.217
*
```

Values from the calculation:
**F_max**: 0.0069 hartree/bohr
**Energy above the lowest of the compared OMol25 structures with the same formula, charge and spin**: 403.4 kJ/mol
**Molecular weight**: 85.1 g mol⁻¹
**Orbital gap**: 7.98 eV
**E_HOMO**: -7.172 eV
**Electronic energy**: -7795.464 eV

Density functional theory data (ωB97M-V/def2-TZVPD) for a structure of composition C16H32N3OPSSiW.

```
! RIJCOSX wB97M-V def2-TZVPD def2/J DEFGRID3
* xyz 0 3
W -0.047 0.052 -0.371
Si -0.317 2.125 -1.670
P -2.525 -0.072 -0.132
N 0.164 -1.254 -1.495
H -0.170 -0.434 1.236
C -3.282 -1.261 1.026
H -4.363 -1.320 0.828
H -3.118 -0.925 2.063
H -2.839 -2.260 0.889
C -3.493 1.447 0.096
H -4.556 1.172 0.041
H -3.272 2.174 -0.701
H -3.269 1.893 1.077
C -3.043 -0.699 -1.779
H -4.136 -0.802 -1.782
H -2.591 -1.681 -1.983
H -2.753 -0.005 -2.580
C -0.616 3.863 -0.958
H 0.213 4.142 -0.290
H -1.572 3.906 -0.418
H -0.649 4.572 -1.796
H 0.881 2.381 -2.527
H -1.436 2.031 -2.664
C 0.515 -1.876 -2.628
C 1.139 -3.923 -3.558
C 0.919 -3.199 -2.415
C 0.393 -1.179 -3.842
C 0.624 -1.940 -4.969
C 0.992 -3.288 -4.808
H 1.421 -4.960 -3.449
H 0.949 -3.540 -1.372
H 0.098 -0.122 -3.836
H 0.519 -1.477 -5.947
H 1.180 -3.878 -5.703
C -0.322 2.242 2.586
O -0.597 2.098 1.388
C 0.623 1.405 3.409
H 0.350 1.539 4.459
H 1.661 1.746 3.239
H 0.556 0.323 3.206
C -1.003 3.455 3.146
H -1.706 3.121 3.916
H -1.542 3.924 2.310
H -0.224 4.124 3.522
S 2.105 0.857 0.111
C 2.915 -0.345 1.161
N 3.582 0.048 2.266
C 3.929 -1.087 3.118
C 3.437 -2.289 2.308
N 2.710 -1.680 1.194
H 3.735 1.043 2.446
H 3.441 -1.038 4.099
H 5.010 -1.096 3.280
H 2.787 -2.954 2.888
H 4.283 -2.895 1.952
H 2.311 -2.204 0.415
*
```

Values from the calculation:
**F_max**: 0.0700 hartree/bohr
**Energy above the lowest of the compared OMol25 structures with the same formula, charge and spin**: 105.5 kJ/mol
**Molecular weight**: 557.4 g mol⁻¹
**Orbital gap (alpha / beta)**: 4.15 / 7.32 eV
**E_HOMO (alpha / beta)**: -3.778 / -7.160 eV
**Electronic energy**: -53453.546 eV

Density functional theory data (ωB97M-V/def2-TZVPD) for a cluster of 2 separate species, C4H7NO4 in total.

```
! RIJCOSX wB97M-V def2-TZVPD def2/J DEFGRID3
* xyz 0 1
C -0.931 -0.449 1.035
C -1.463 0.491 0.258
O -2.370 0.325 -0.703
N -1.046 1.883 0.413
O -1.617 2.676 -0.323
O -0.192 2.160 1.219
H -1.219 -1.479 0.942
H -0.205 -0.174 1.775
H -2.571 1.213 -1.072
C 1.085 -1.364 -1.031
C 1.942 -1.148 -0.045
O 2.581 0.012 0.214
H 0.623 -2.321 -1.175
H 0.830 -0.593 -1.741
H 2.216 -1.910 0.671
H 2.336 0.678 -0.439
*
```

Values from the calculation:
**F_max**: 0.0196 hartree/bohr
**Energy above the lowest of the compared OMol25 structures with the same formula, charge and spin**: 533.0 kJ/mol
**Molecular weight**: 133.1 g mol⁻¹
**Orbital gap**: 8.33 eV
**E_HOMO**: -8.993 eV
**Electronic energy**: -13937.113 eV

Density functional theory data (ωB97M-V/def2-TZVPD) for the molecule C3H8N2O2.

```
! RIJCOSX wB97M-V def2-TZVPD def2/J DEFGRID3
* xyz 0 1
N 2.352 1.034 -0.336
C 1.011 0.810 -0.064
O 0.341 1.618 0.560
N 0.535 -0.372 -0.568
C -0.875 -0.751 -0.480
C -1.439 -0.734 0.947
O -2.023 0.486 1.308
H 2.724 1.791 0.220
H 2.954 0.225 -0.375
H 1.053 -0.760 -1.339
H -0.930 -1.769 -0.881
H -1.509 -0.107 -1.103
H -0.637 -1.039 1.641
H -2.232 -1.486 1.016
H -1.327 1.154 1.177
*
```

Values from the calculation:
**F_max**: 0.0081 hartree/bohr
**Energy above the lowest of the compared OMol25 structures with the same formula, charge and spin**: 23.0 kJ/mol
**Molecular weight**: 104.1 g mol⁻¹
**Orbital gap**: 10.50 eV
**E_HOMO**: -9.811 eV
**Electronic energy**: -10316.714 eV

Density functional theory data (ωB97M-V/def2-TZVPD) for a structure of composition C32H29F4N6O3Ru.

```
! RIJCOSX wB97M-V def2-TZVPD def2/J DEFGRID3
* xyz 2 6
Ru -0.344 -0.991 -2.625
C -0.321 -4.352 -2.099
C 0.577 -3.921 -3.238
N 0.215 -2.620 -3.902
C -0.983 -2.827 -4.804
C -0.760 -3.676 -6.044
C 1.402 -2.142 -4.662
C 1.175 -0.752 -5.196
N 0.900 0.095 -4.021
C 1.071 1.414 -4.075
C 1.354 2.150 -2.870
F 1.595 1.481 -1.757
C 1.522 3.512 -2.881
F 1.818 4.131 -1.749
C 1.427 4.234 -4.064
C 1.180 3.555 -5.257
F 1.070 4.239 -6.381
C 1.026 2.194 -5.284
F 0.718 1.598 -6.426
H 0.034 -5.319 -1.740
H -1.359 -4.480 -2.398
H -0.283 -3.661 -1.257
H 0.594 -4.684 -4.018
H 1.605 -3.817 -2.891
H -1.361 -1.842 -5.089
H -1.748 -3.276 -4.172
H 0.024 -3.294 -6.696
H -1.682 -3.663 -6.623
H -0.543 -4.716 -5.810
H 1.652 -2.835 -5.466
H 2.247 -2.132 -3.971
H 0.356 -0.717 -5.917
H 2.074 -0.405 -5.708
H 1.561 5.307 -4.066
C -0.384 2.184 10.808
O -1.190 2.721 9.762
C -0.965 2.290 8.503
C -1.784 2.857 7.522
C -1.641 2.486 6.206
C -0.676 1.544 5.835
C 0.133 0.987 6.817
C 0.002 1.349 8.150
C -0.555 1.179 4.425
N -1.295 1.661 3.444
C -0.834 1.040 2.323
C 0.198 0.172 2.607
N 0.367 0.270 3.969
C 0.856 -0.596 1.608
C 1.944 -1.468 1.799
C 2.503 -2.119 0.728
C 1.952 -1.927 -0.542
N 0.914 -1.133 -0.740
C 0.377 -0.450 0.294
C -0.690 0.474 -0.027
N -1.049 0.609 -1.334
C -1.999 1.475 -1.647
C -2.653 2.261 -0.694
C -2.306 2.135 0.625
C -1.295 1.227 0.981
H -0.723 2.666 11.719
H 0.670 2.417 10.645
H -0.525 1.105 10.892
H -2.524 3.585 7.823
H -2.275 2.924 5.448
H 0.892 0.252 6.576
H 0.644 0.900 8.890
H 1.040 -0.209 4.542
H 2.353 -1.616 2.790
H 3.354 -2.773 0.851
H 2.360 -2.433 -1.407
H -2.260 1.554 -2.696
H -3.423 2.948 -1.013
H -2.785 2.716 1.402
O -1.972 -1.926 -1.952
O -2.570 -1.130 -2.775
*
```

Values from the calculation:
**F_max**: 0.0172 hartree/bohr
**Energy above the lowest of the compared OMol25 structures with the same formula, charge and spin**: 89.1 kJ/mol
**Molecular weight**: 722.7 g mol⁻¹
**Orbital gap (alpha / beta)**: 5.93 / 3.10 eV
**E_HOMO (alpha / beta)**: -11.897 / -11.894 eV
**Electronic energy**: -62171.435 eV

Density functional theory data (ωB97M-V/def2-TZVPD) for a structure of composition C38H45BrN4Sn.

```
! RIJCOSX wB97M-V def2-TZVPD def2/J DEFGRID3
* xyz 2 1
Sn 0.738 -0.346 -0.645
Br -5.279 -4.718 -0.419
C -3.500 -4.178 -0.718
C -2.941 -3.195 0.090
C -1.656 -2.763 -0.167
C -0.906 -3.300 -1.217
C -1.477 -4.303 -2.004
C -2.765 -4.737 -1.755
N 0.360 -2.733 -1.456
C 1.284 -3.315 -2.118
C 2.545 -2.631 -2.411
C 3.583 -3.284 -3.059
C 4.755 -2.589 -3.326
C 4.849 -1.260 -2.946
C 3.770 -0.684 -2.290
N 2.648 -1.348 -2.025
H -3.514 -2.778 0.906
H -1.202 -2.018 0.484
H -0.937 -4.723 -2.843
H -3.209 -5.503 -2.377
H 1.177 -4.335 -2.483
H 3.481 -4.324 -3.342
H 5.584 -3.079 -3.818
H 5.736 -0.678 -3.148
H 3.807 0.349 -1.959
C 3.071 -1.918 1.342
C 3.243 -0.782 2.351
C 3.552 0.569 1.700
C 2.078 -0.800 3.321
C 2.327 -1.374 4.560
C 1.338 -1.491 5.519
C 0.058 -1.073 5.224
C -0.257 -0.482 4.006
C -1.736 -0.221 3.737
C -2.498 -1.553 3.739
C -2.338 0.759 4.749
C 0.783 -0.301 3.057
N 0.495 0.354 1.821
C -0.054 1.508 1.920
C -0.598 2.257 0.786
N -0.564 1.800 -0.406
C -1.116 2.539 -1.476
C -0.837 3.908 -1.679
C -1.507 4.548 -2.715
C -2.395 3.874 -3.534
C -2.581 2.509 -3.377
C -1.942 1.821 -2.361
C -2.113 0.316 -2.224
C -3.554 -0.162 -2.400
C -1.191 -0.392 -3.228
C 0.254 4.676 -0.947
C -0.290 5.925 -0.248
C 1.367 5.046 -1.938
H 3.876 -1.916 0.608
H 2.107 -1.860 0.819
H 3.080 -2.877 1.858
H 4.129 -1.027 2.939
H 2.757 0.915 1.032
H 4.478 0.502 1.126
H 3.682 1.333 2.467
H 3.328 -1.721 4.783
H 1.564 -1.920 6.486
H -0.724 -1.214 5.958
H -1.872 0.210 2.746
H -2.516 -1.999 4.733
H -2.029 -2.267 3.058
H -3.530 -1.397 3.421
H -2.288 0.360 5.761
H -3.387 0.944 4.514
H -1.813 1.717 4.745
H -0.122 1.997 2.891
H -1.110 3.192 1.013
H -1.323 5.600 -2.890
H -2.930 4.406 -4.309
H -3.245 1.983 -4.050
H -1.812 0.023 -1.207
H -3.882 -0.044 -3.432
H -4.236 0.395 -1.757
H -3.628 -1.221 -2.147
H -1.465 -0.129 -4.249
H -1.266 -1.477 -3.121
H -0.140 -0.093 -3.097
H 0.711 4.042 -0.187
H -0.731 6.615 -0.966
H 0.517 6.448 0.266
H -1.057 5.674 0.487
H 1.031 5.799 -2.650
H 1.694 4.170 -2.501
H 2.226 5.450 -1.401
*
```

Values from the calculation:
**F_max**: 0.0173 hartree/bohr
**Energy above the lowest of the compared OMol25 structures with the same formula, charge and spin**: 5.0 kJ/mol
**Molecular weight**: 756.4 g mol⁻¹
**Orbital gap**: 6.62 eV
**E_HOMO**: -13.644 eV
**Electronic energy**: -121957.000 eV

> Look up the F_max of the fourth one.

0.0081 hartree/bohr

> The lowest electronic energy belongs to which entry?

C38H45BrN4Sn

> What is the electronic energy in the second record?

-53453.546 eV